87
Properties=species:S:1:pos:R:3:forces:R:3:mulliken_charge:R:1 method="wB97M-V/def2-TZVPD" max_force_ev_per_a=1.93 homo_lumo_gap_ev="6.07 / 6.63" s2=0.77 total_charge=+1 spin_multiplicity=2
Tc -0.103603 0.015696 0.435780 -0.4 1.9 0.0 -1.258
C 1.521593 4.122120 -0.326399 -0.2 -0.1 -0.1 -1.013
Se 1.092635 2.785579 1.019169 0.1 -0.3 0.1 0.389
C -0.297672 3.781690 1.934451 -0.1 0.0 0.0 -0.768
C -1.565530 3.795976 1.107991 0.1 0.1 0.0 -0.819
Se -2.127727 2.004535 0.603269 0.2 -0.4 0.0 0.355
C -3.053764 1.524830 2.237779 0.0 0.0 0.0 -0.856
H 2.091363 4.912770 0.154317 0.0 0.0 0.0 0.405
H 0.624712 4.529880 -0.787666 0.0 0.0 0.0 0.340
H 2.132868 3.626615 -1.073493 0.0 0.0 0.0 0.239
H 0.064731 4.790725 2.130601 0.0 0.0 0.0 0.523
H -0.432819 3.264832 2.880853 0.0 0.0 0.0 0.359
H -1.419021 4.316763 0.162294 0.0 0.0 0.0 0.349
H -2.402763 4.269631 1.621442 0.0 0.0 0.0 0.512
H -3.813674 2.278807 2.427306 0.0 0.0 0.0 0.487
H -2.346951 1.456402 3.057660 0.1 0.0 0.0 0.309
H -3.535099 0.566942 2.059430 0.0 0.0 0.0 0.082
N 0.685897 -2.521816 2.631233 0.1 -0.1 -0.1 0.000
C 0.445012 -1.280674 3.135717 -0.1 0.3 -0.1 0.083
N 0.583095 -0.939071 4.393646 0.0 0.1 0.0 -0.507
N 0.252295 0.372990 4.431673 0.0 0.0 0.1 -0.745
N -0.070650 0.810802 3.279990 0.0 -0.2 -0.1 -0.393
N 0.023089 -0.230279 2.395035 0.0 -0.1 0.2 1.531
C 0.403102 -2.858783 1.333223 -0.1 0.0 0.2 0.044
N 0.332459 -4.081090 0.859994 0.0 0.0 0.0 -0.628
N -0.025141 -3.924922 -0.431400 0.0 0.1 0.0 -0.831
N -0.168716 -2.686958 -0.725766 0.0 -0.1 0.0 -0.061
N 0.101386 -1.961160 0.388664 0.1 -0.3 -0.4 1.565
H 1.012895 -3.240997 3.257342 0.0 0.0 0.0 0.281
C 0.023081 1.231686 -2.697651 -0.1 0.0 0.0 -0.906
O -0.560798 0.304960 -1.753250 0.0 0.0 -0.1 1.444
C -1.719069 -0.339505 -2.133189 0.1 0.0 0.0 0.769
C -2.157141 -0.461507 -3.425262 0.1 0.0 0.0 -0.563
C -3.303667 -1.222483 -3.675271 0.0 0.0 0.0 -0.595
Br -3.908199 -1.394136 -5.451587 0.0 0.0 0.0 -0.138
C -3.960691 -1.865446 -2.658868 0.0 0.0 0.0 -1.403
C -3.509992 -1.729526 -1.335386 0.0 0.0 0.0 1.126
C -2.416559 -0.906422 -1.056292 0.1 -0.1 0.0 -0.255
O -1.998723 -0.658023 0.175785 -0.2 -0.2 0.2 -0.449
C -4.098363 -2.506649 -0.264462 0.0 0.0 0.0 0.365
N -3.699888 -2.493349 1.008029 0.0 0.0 0.0 0.724
C -4.429142 -3.420186 1.746435 0.0 0.0 0.0 0.711
C -4.377073 -3.787068 3.084145 0.0 0.0 0.0 -0.767
C -5.267121 -4.763125 3.486104 0.0 0.0 0.0 -0.625
C -6.173922 -5.348622 2.590392 0.0 0.0 0.0 -0.495
C -6.223201 -4.981593 1.259815 0.0 0.0 0.0 -0.976
C -5.325866 -4.001814 0.859143 0.0 0.0 0.0 0.348
N -5.087695 -3.402824 -0.378393 0.0 0.0 0.0 -0.024
H -0.733401 1.958011 -2.994643 0.0 0.0 0.0 0.422
H 0.393757 0.678895 -3.559967 0.0 0.0 0.0 0.220
H 0.851024 1.704097 -2.182765 0.0 0.0 0.0 0.046
H -1.630681 0.000695 -4.247522 0.0 0.0 0.0 0.670
H -4.818520 -2.478258 -2.900217 0.0 0.0 0.0 0.463
H -2.914384 -1.918025 1.290920 0.0 0.0 0.0 -0.565
H -3.673508 -3.338584 3.772547 0.0 0.0 0.0 0.494
H -5.264948 -5.088200 4.517366 0.0 0.0 0.0 0.415
H -6.850455 -6.110690 2.952015 0.0 0.0 0.0 0.403
H -6.920006 -5.438011 0.570267 0.0 0.0 0.0 0.430
H -5.549804 -3.636206 -1.240933 0.0 0.0 0.0 0.222
C 0.471748 -2.415254 -7.242953 0.0 0.0 0.0 -1.350
C 1.341634 -2.693788 -6.047683 0.0 0.0 0.0 0.538
C 2.695812 -2.988130 -6.196885 0.0 0.0 0.0 -0.809
C 3.492983 -3.258919 -5.096331 0.0 0.0 0.0 -0.914
C 2.934725 -3.223327 -3.825699 0.0 0.0 0.0 -0.107
C 1.587892 -2.936689 -3.649534 0.0 0.0 0.0 0.107
C 0.803033 -2.677195 -4.762740 0.0 0.0 0.0 -0.607
S 3.953440 -3.549261 -2.416191 0.0 0.0 0.0 1.209
O 3.086050 -3.563070 -1.274534 0.0 0.0 0.0 -0.503
O 4.832140 -4.632173 -2.725135 0.0 0.0 0.0 -0.736
N 4.928897 -2.228702 -2.250780 -0.1 0.0 0.0 -0.317
C 4.294302 -0.920957 -2.094895 0.1 0.0 0.0 -0.768
C 3.864737 -0.678170 -0.641323 0.1 0.1 0.0 -0.401
C 2.741485 0.310981 -0.590190 -0.4 -0.1 0.0 0.121
O 2.671357 1.294216 -1.291641 0.1 0.1 0.0 -0.604
O 1.785808 0.018905 0.304099 0.4 -0.4 0.0 -0.234
H 1.021857 -2.543614 -8.173471 0.0 0.0 0.0 0.364
H 0.088662 -1.392911 -7.218525 0.0 0.0 0.0 0.283
H -0.388517 -3.086125 -7.262275 0.0 0.0 0.0 0.339
H 3.127359 -3.023078 -7.189739 0.0 0.0 0.0 0.355
H 4.536177 -3.520547 -5.226170 0.0 0.0 0.0 0.444
H 1.159989 -2.947046 -2.656002 0.0 0.0 0.0 0.747
H -0.256850 -2.484374 -4.629979 0.0 0.0 0.0 0.630
H 5.685673 -2.265067 -2.920498 0.0 0.0 0.0 0.356
H 3.433432 -0.817873 -2.764696 0.0 0.0 0.0 0.292
H 5.018298 -0.170175 -2.402907 0.0 0.0 0.0 0.466
H 4.696100 -0.261853 -0.066564 0.0 0.0 0.0 0.259
H 3.562232 -1.606035 -0.167194 0.0 0.0 0.0 0.358


86
Properties=species:S:1:pos:R:3:forces:R:3:mulliken_charge:R:1 method="wB97M-V/def2-TZVPD" max_force_ev_per_a=4.12 homo_lumo_gap_ev=7.92
Cd -0.075353 1.486648 0.720575 1.1 -0.1 0.0 1.695
C -1.564605 4.064324 -3.237518 -0.7 0.3 -0.6 -1.797
C -1.753689 3.660141 -1.753152 -0.3 0.2 -1.7 1.130
O -3.072778 4.191358 -1.362194 1.5 -0.6 0.3 -0.605
P -0.317318 4.494467 -0.805386 -1.1 -0.1 0.5 0.888
O -0.984654 5.941349 -0.520776 -0.1 -1.1 0.6 -0.540
O 0.930355 4.843677 -1.671069 -0.5 -0.4 0.4 -0.485
O -0.049551 3.721349 0.454672 0.2 0.4 -0.1 -0.812
P -1.648010 1.775342 -1.596393 0.8 0.4 0.0 0.880
O -2.717758 1.037141 -2.639150 0.7 1.0 1.4 -0.532
O -2.107460 1.575655 -0.117779 0.0 -0.5 -2.2 -0.840
O -0.204463 1.439136 -1.964312 -2.0 0.2 0.9 -0.689
H -1.462291 5.168338 -3.392835 -0.1 -0.8 0.4 0.374
H -2.485977 3.758295 -3.805580 0.9 0.2 0.5 0.386
H -0.672080 3.588656 -3.676361 -0.4 0.1 0.3 0.377
H -3.477324 3.548816 -0.759344 0.2 0.1 0.0 0.378
H -1.751348 5.741344 0.062680 0.3 0.5 -0.5 0.365
H 1.818120 4.888601 -1.177371 -0.2 0.0 -0.6 0.425
H -2.292010 0.774465 -3.464499 0.2 0.1 0.1 0.357
Se 2.240873 0.222230 0.867692 -0.4 -0.4 0.6 -0.468
C 3.253423 0.843917 -0.501309 1.2 2.6 -3.0 0.201
N 3.808775 1.434801 -1.369754 -1.7 -2.3 2.5 -0.516
N -2.238960 -1.608384 5.076115 -0.2 -0.9 0.7 -0.283
C -2.289887 -0.376130 5.581997 0.2 0.5 -0.6 0.688
N -2.691830 -0.323275 6.883554 -0.9 1.0 1.2 -0.444
N -1.995753 0.781541 4.945620 -0.1 -0.8 1.3 -0.701
C -1.328098 0.905136 3.837938 0.5 -0.9 -2.2 0.708
N -0.789640 1.010362 2.789268 -1.1 0.0 2.7 -0.783
H -2.547708 -2.389823 5.679725 0.4 0.9 -0.7 0.209
H -2.056653 -1.910902 4.121312 -0.1 0.3 -0.1 0.214
H -3.256969 -1.068691 7.358608 1.0 1.1 -1.2 0.229
H -2.796956 0.616675 7.313722 0.2 -1.2 -0.8 0.271
O 3.389415 5.302982 -1.118400 0.2 -0.4 0.0 -0.564
S 4.576147 5.585303 -0.247785 0.5 0.9 0.4 0.056
C 5.785175 4.247425 -0.365009 -0.4 -1.4 0.3 0.675
C 6.592311 3.980007 0.760544 0.6 -1.8 -2.6 -0.680
C 7.495084 2.881986 0.642857 0.8 0.4 0.8 -0.461
C 7.566308 2.080248 -0.500389 -0.3 0.4 0.2 -0.506
C 6.573738 2.256829 -1.461419 1.4 -0.9 -0.5 -0.263
C 5.755785 3.349334 -1.458462 -0.8 1.4 0.1 -0.256
C 4.005198 5.348022 1.464461 0.8 0.4 -0.9 0.050
C 4.067394 6.371003 2.398019 0.5 1.5 -0.5 -0.167
C 3.425243 6.240550 3.603972 -0.1 -0.2 0.4 -0.527
C 2.775230 5.012336 3.861264 0.6 0.9 0.1 -0.461
C 2.703658 3.985310 2.941768 0.1 0.4 -0.7 -0.706
C 3.369501 4.179372 1.712347 -1.3 -1.6 0.9 0.287
H 6.561300 4.634963 1.579459 0.1 0.5 1.2 0.518
H 8.225523 2.616536 1.445399 -0.8 0.7 -0.5 0.292
H 8.403923 1.369766 -0.690710 -1.0 0.4 0.6 0.337
H 6.499702 1.495007 -2.238499 -0.1 0.5 -0.1 0.365
H 5.097941 3.483278 -2.328116 0.0 0.1 0.8 0.227
H 4.599380 7.322500 2.195653 -0.4 -0.7 -0.2 0.319
H 3.430886 7.126186 4.286231 -0.1 -1.2 -0.3 0.339
H 2.414142 4.852533 4.841162 -0.8 -0.1 0.8 0.418
H 2.051474 3.122738 3.144933 0.8 0.2 -0.2 0.273
H 3.367829 3.391522 0.972089 -0.1 -0.1 -0.2 0.289
C -4.302420 -6.752523 -5.678066 1.1 -1.9 0.8 -1.361
C -3.292846 -6.952776 -4.534694 0.8 0.8 -0.5 0.688
C -3.265600 -8.120371 -3.777168 -2.2 -0.5 -0.6 -0.482
C -2.596661 -8.202912 -2.586006 1.2 1.2 1.5 -0.635
C -1.817101 -7.096551 -2.166734 -0.4 -0.5 -1.6 -0.222
N -1.224693 -7.129357 -0.910663 1.2 0.1 2.5 -0.125
C -1.346647 -6.174886 0.150076 -0.2 -0.9 0.5 0.341
O -0.623613 -6.143192 1.142421 -0.7 -0.2 -1.8 -0.618
N -2.509859 -5.415396 0.014723 1.7 -1.1 -0.5 -0.159
C -2.686695 -4.167668 0.549152 -0.6 1.4 0.8 0.437
C -3.151652 -3.055532 -0.185200 1.0 -0.6 1.2 -0.487
C -3.378476 -1.892639 0.564270 0.1 0.8 -1.4 -0.485
C -3.204102 -1.880929 1.915066 0.3 -0.5 0.9 -0.283
N -2.785927 -2.964605 2.592063 0.4 0.4 0.5 -0.555
C -2.486473 -4.076282 1.932021 -1.3 0.8 -0.3 -0.357
C -1.581362 -6.035126 -3.090524 0.8 -0.3 2.2 -0.008
C -2.306725 -5.957844 -4.226517 -1.9 0.6 -2.4 -0.353
H -4.058334 -5.889433 -6.230743 0.4 0.9 -0.9 0.371
H -5.302177 -6.613055 -5.308846 -0.5 -0.1 0.3 0.300
H -4.269633 -7.667222 -6.314945 -0.2 0.8 0.2 0.346
H -4.013519 -8.922809 -3.994737 0.8 0.7 -0.1 0.274
H -2.687671 -9.032967 -1.872080 -0.1 0.2 -0.6 0.382
H -0.827242 -8.018850 -0.576406 -0.2 0.9 -0.4 0.286
H -3.017875 -5.648794 -0.786598 -0.9 -0.1 -1.4 0.249
H -3.168651 -3.138767 -1.267435 -0.3 0.3 0.1 0.478
H -3.554761 -0.892044 0.153133 -0.3 -0.6 -0.5 0.350
H -3.397591 -0.941840 2.469913 0.2 -0.8 -0.2 0.402
H -2.272562 -4.983445 2.476953 0.4 0.2 0.2 0.397
H -0.841134 -5.255549 -2.859158 -0.4 -0.4 0.1 0.460
H -2.182705 -5.048944 -4.913299 -0.2 -1.5 1.0 0.237